{
  "formula": "C44H115N9O13",
  "method": "wB97M-V/def2-TZVPD",
  "homo_lumo_gap_ev": 8.83,
  "de_lowest_kj_mol": 274.9,
  "smiles": "COC[C@H](C)N.COC[C@H](C)N.COC[C@H](C)N.COC[C@H](C)N.COC[C@H](C)N.COCCNCCOC.COCCNCCOC.COCCNCCOC.COCCNCCOC",
  "symbols": ["C", "O", "C", "C", "C", "N", "H", "H", "H", "H", "H", "H", "H", "H", "H", "H", "H", "C", "O", "C", "C", "C", "N", "H", "H", "H", "H", "H", "H", "H", "H", "H", "H", "H", "C", "O", "C", "C", "C", "N", "H", "H", "H", "H", "H", "H", "H", "H", "H", "H", "H", "C", "O", "C", "C", "C", "N", "H", "H", "H", "H", "H", "H", "H", "H", "H", "H", "H", "C", "O", "C", "C", "C", "N", "H", "H", "H", "H", "H", "H", "H", "H", "H", "H", "H", "C", "O", "C", "C", "N", "C", "C", "O", "C", "H", "H", "H", "H", "H", "H", "H", "H", "H", "H", "H", "H", "H", "H", "H", "C", "O", "C", "C", "N", "C", "C", "O", "C", "H", "H", "H", "H", "H", "H", "H", "H", "H", "H", "H", "H", "H", "H", "H", "C", "O", "C", "C", "N", "C", "C", "O", "C", "H", "H", "H", "H", "H", "H", "H", "H", "H", "H", "H", "H", "H", "H", "H", "C", "O", "C", "C", "N", "C", "C", "O", "C", "H", "H", "H", "H", "H", "H", "H", "H", "H", "H", "H", "H", "H", "H", "H"],
  "xyz": [[3.5984, -5.4158, -2.1965], [3.6044, -4.7383, -0.9524], [4.9069, -4.3125, -0.5542], [4.7191, -3.3564, 0.7032], [3.8634, -2.1354, 0.4400], [5.9722, -2.9128, 1.2685], [2.6297, -5.9156, -2.3117], [4.4312, -6.1122, -2.2229], [3.6278, -4.7397, -3.0559], [5.5321, -5.1456, -0.3323], [5.3312, -3.7294, -1.4273], [4.2301, -4.0580, 1.3633], [3.5635, -1.6722, 1.3525], [2.9629, -2.5518, -0.0367], [4.4074, -1.4258, -0.1960], [6.4159, -2.2449, 0.6486], [6.7015, -3.6913, 1.3989], [-3.0410, -4.2280, 1.4694], [-1.9622, -4.8037, 0.6924], [-0.8169, -5.0653, 1.5865], [0.3876, -5.4572, 0.7761], [0.0459, -6.5652, -0.2454], [1.4915, -5.7162, 1.6919], [-2.7275, -3.3532, 2.0358], [-3.4222, -5.0290, 2.2475], [-3.8587, -3.8673, 0.8093], [-0.5214, -4.1047, 2.1505], [-1.0290, -5.8897, 2.2844], [0.7298, -4.5828, 0.1840], [-0.3695, -7.3633, 0.2865], [0.9188, -6.9376, -0.7862], [-0.7444, -6.2302, -0.8396], [1.3701, -6.4642, 2.3612], [2.3672, -5.8292, 1.1691], [1.6555, 0.1661, 1.1336], [0.7562, 1.1905, 1.4971], [-0.2243, 1.4940, 0.5682], [0.2068, 1.8008, -0.8595], [1.2294, 2.9293, -0.8090], [-0.9713, 1.9672, -1.6732], [2.3466, 0.4695, 0.3274], [1.1135, -0.8480, 0.9780], [2.3490, 0.1108, 1.9275], [-0.8880, 0.6029, 0.5214], [-0.8130, 2.3757, 0.8691], [0.8058, 0.9094, -1.1361], [1.9370, 2.6474, -0.0133], [0.7184, 3.8376, -0.4521], [1.6025, 3.1801, -1.7754], [-0.6998, 2.0974, -2.6358], [-1.4756, 2.8149, -1.4357], [5.3091, 4.0777, 2.4501], [4.5775, 3.4716, 1.3743], [5.1034, 2.1890, 0.9586], [6.4424, 2.2641, 0.2029], [6.4421, 3.3533, -0.8665], [6.7398, 0.9465, -0.3495], [4.7435, 4.9740, 2.4701], [6.3276, 4.2078, 2.2233], [5.2118, 3.4568, 3.3503], [5.1243, 1.4969, 1.8303], [4.3897, 1.7241, 0.2389], [7.2136, 2.4295, 0.9590], [6.4082, 4.3741, -0.5121], [5.5530, 3.2457, -1.4797], [7.3801, 3.3028, -1.4858], [6.1805, 0.8625, -1.1951], [7.7341, 1.0438, -0.6566], [-5.2239, 3.7346, -3.8279], [-5.6205, 3.6414, -2.5236], [-6.2920, 2.4150, -2.2194], [-6.5580, 2.3562, -0.7345], [-5.3863, 2.2262, 0.1937], [-7.6399, 1.3563, -0.5076], [-4.4907, 4.5145, -3.8833], [-6.0078, 4.0331, -4.5392], [-4.6757, 2.8648, -4.1895], [-7.2590, 2.3734, -2.6837], [-5.7794, 1.5636, -2.7125], [-6.9523, 3.3651, -0.5626], [-4.9981, 1.2271, 0.2718], [-5.6878, 2.5470, 1.2099], [-4.5947, 2.8930, -0.1289], [-7.5759, 0.5588, -1.0995], [-7.4018, 1.0166, 0.3992], [0.4440, -2.7525, -4.6318], [1.2557, -1.6897, -4.3411], [1.7516, -1.6928, -3.0156], [2.8815, -0.7023, -2.9026], [2.4069, 0.5915, -3.5002], [3.3814, 1.6495, -3.4695], [4.6755, 1.4600, -4.2988], [5.6240, 0.7720, -3.4686], [6.7709, 0.4285, -4.1885], [0.0660, -2.6159, -5.6307], [-0.4500, -2.8361, -3.9503], [0.8964, -3.7798, -4.4999], [2.1588, -2.7067, -2.7858], [0.8823, -1.4820, -2.3623], [3.7393, -1.1329, -3.4181], [3.2640, -0.5122, -1.8357], [2.0947, 0.3900, -4.4176], [3.7097, 1.8433, -2.4239], [2.9154, 2.5399, -3.8564], [5.0291, 2.4078, -4.6653], [4.3764, 0.8730, -5.1898], [7.2184, 1.3094, -4.6210], [6.6589, -0.2751, -5.0315], [7.4439, -0.0971, -3.4625], [0.3753, 2.4250, 6.5838], [0.8988, 3.3472, 5.6443], [1.5474, 2.7617, 4.5730], [1.8355, 3.8252, 3.5713], [0.5908, 4.4158, 3.1989], [0.5856, 5.2764, 2.0280], [-0.8579, 5.6903, 1.6767], [-0.8016, 6.6919, 0.6304], [-2.1138, 7.0219, 0.1243], [1.1015, 1.7404, 6.9775], [-0.4264, 1.8532, 6.2308], [-0.0889, 3.0132, 7.3438], [0.9021, 1.9605, 4.1422], [2.4866, 2.2269, 4.9617], [2.3964, 3.2525, 2.8154], [2.5939, 4.5421, 3.9726], [0.2361, 4.8377, 4.0378], [1.0570, 4.7812, 1.1491], [1.1836, 6.2040, 2.0795], [-1.2545, 6.1750, 2.5691], [-1.5404, 4.8931, 1.3426], [-2.0638, 7.8756, -0.5587], [-2.9020, 7.2844, 0.8276], [-2.4599, 6.1320, -0.4061], [3.0774, -1.2401, 4.4176], [1.6890, -1.1861, 4.4700], [1.1152, -2.4206, 4.1248], [-0.3426, -2.4357, 4.5543], [-1.1654, -1.5529, 3.6720], [-2.4729, -1.3253, 4.2043], [-3.2070, -0.3108, 3.3302], [-2.7466, 1.0096, 3.6797], [-3.1641, 2.0317, 2.8230], [3.4886, -0.2491, 4.4271], [3.3327, -1.7033, 3.4646], [3.5111, -1.8064, 5.2504], [1.5919, -3.2531, 4.6379], [1.2160, -2.5436, 3.0663], [-0.4495, -2.1158, 5.6164], [-0.8505, -3.3623, 4.4479], [-0.6331, -0.7103, 3.5849], [-2.4980, -0.9640, 5.2184], [-3.0505, -2.2511, 4.2108], [-4.2432, -0.3414, 3.4913], [-3.1264, -0.4315, 2.2400], [-3.1503, 1.7899, 1.7231], [-2.6795, 3.0087, 3.0806], [-4.2640, 2.2717, 3.0330], [-9.1064, 0.6321, -3.5592], [-8.1616, -0.3240, -3.0790], [-7.9243, -1.3625, -4.0399], [-7.2308, -2.4638, -3.3509], [-5.7714, -2.0194, -2.9404], [-5.0181, -3.1523, -2.3128], [-3.4998, -3.0258, -2.2228], [-3.0274, -2.1461, -1.2632], [-1.6751, -1.7898, -1.4099], [-9.9189, 0.0274, -3.9515], [-8.6409, 1.2509, -4.3809], [-9.3619, 1.2276, -2.6795], [-7.3028, -0.9860, -4.8496], [-8.8318, -1.6746, -4.5480], [-7.0549, -3.2838, -4.0840], [-7.7975, -2.9010, -2.5652], [-5.9435, -1.3194, -2.2569], [-5.2862, -3.9848, -2.9811], [-5.3985, -3.3863, -1.2916], [-3.0743, -2.7682, -3.2047], [-3.1113, -3.9723, -1.8995], [-1.5869, -0.8096, -1.0141], [-1.3869, -1.6186, -2.3619], [-1.0444, -2.4829, -0.8397]],
  "atomic_forces_ev_per_a": [[-0.5728, 0.1669, 0.1993], [0.0158, -0.2030, 0.1010], [-1.2201, 2.9130, -0.9774], [0.8363, -1.2368, -1.1276], [-0.2931, -1.3965, -0.9839], [1.9950, -1.5154, 0.5008], [0.2856, -0.2185, 0.3223], [0.0157, -0.3204, -0.2939], [0.4729, 0.2906, 0.0679], [0.6421, -0.7751, 0.3352], [0.0062, -0.4532, 0.8233], [-0.3383, 0.1939, 0.8365], [0.0173, 0.3716, 0.6249], [0.0887, 0.6752, -0.1931], [-0.2518, -0.0924, 0.0490], [-0.0376, 0.2020, -0.0033], [-1.6604, 1.3834, -0.2403], [-0.4510, -1.5364, 0.6522], [0.4171, 0.3918, 1.8143], [-0.4175, 1.6770, -0.3083], [0.6829, 0.1268, -1.2546], [1.4606, 0.6977, 1.2005], [0.6484, 0.2808, -0.2679], [0.4115, 0.0870, 0.0686], [0.4622, 1.4540, -1.4933], [0.6000, -0.6704, 0.1952], [-0.7771, -1.3819, -0.5710], [-0.3491, 0.2486, 0.0562], [-0.2996, -0.2242, 0.2827], [-0.5251, -1.6430, 0.9758], [-0.1235, 0.2955, -0.1242], [-0.9369, 0.6408, -1.4699], [-0.1725, -0.1873, -0.2777], [-0.5341, -0.0463, 0.3910], [-0.9260, -0.5514, -0.6204], [0.9937, 0.5244, 0.4577], [-1.8115, -0.6582, -0.8353], [1.6642, -0.7432, 0.8463], [-1.3443, 0.3319, 1.1150], [-0.0606, -0.0718, -0.3219], [-0.7146, -0.3703, -0.4854], [0.9409, 1.5382, -0.0419], [0.4245, -0.4801, 1.3942], [-0.1701, 0.5001, -0.0752], [0.2483, -0.3374, 0.6780], [-0.7194, 0.2123, -0.7193], [0.3697, 0.4060, -0.6876], [0.0802, -0.1650, -0.0800], [0.8355, -0.1128, -0.6030], [0.0774, -0.1629, -0.2934], [0.0335, 0.0373, 0.2867], [-1.9328, -1.5085, -0.6441], [0.7950, -1.5340, -0.7014], [-0.7183, 0.0946, -0.1593], [-0.1209, 0.3346, 1.0479], [0.8561, 0.0801, -0.3230], [1.0517, 0.2663, -0.3309], [0.1211, 1.2463, 0.9860], [1.3971, 0.3976, -0.3677], [-0.0431, 0.2978, 0.0883], [0.3601, 0.3382, -0.4074], [0.0304, 0.5649, 0.4294], [0.1725, 0.3186, -0.1000], [-0.0696, 0.2045, 0.5462], [-0.0202, -0.1877, -0.4185], [-0.9464, -0.2118, 0.3770], [0.1349, -0.2423, -0.2153], [-1.1428, -0.5815, 0.0782], [0.6587, 0.4970, -1.3157], [-0.6207, -0.8416, 1.3058], [0.6768, -0.0373, -0.5801], [-0.8035, 0.0732, -0.8704], [-0.0512, 0.4678, 0.5986], [0.5831, 1.3954, 0.7306], [0.4183, 0.7270, 0.0490], [-0.2176, -0.4031, 0.1504], [-0.2905, -0.5082, -0.0568], [-0.7794, 0.4102, -0.4167], [0.3548, 0.1398, 0.7179], [-0.3261, -0.1414, 0.1982], [0.2268, -0.6155, -0.1464], [0.1322, -0.1870, -0.4244], [0.2499, 0.1266, -0.0351], [0.2774, -0.5739, -0.8873], [-0.4817, -0.5387, 0.8892], [-1.5287, -1.8955, 0.9582], [1.1529, 0.6940, -0.0560], [-0.3436, -0.8951, 0.6929], [-0.0646, 1.4673, 0.4904], [0.9382, -1.0303, 1.8938], [1.0682, 0.1448, 0.0670], [-1.3048, -1.1859, 0.7433], [-0.7922, 0.2070, -1.0091], [1.0944, -1.1084, 0.5973], [-0.0072, -0.1437, -0.4276], [0.5629, 0.4356, -0.4270], [0.2043, 0.9660, -0.3920], [-0.3624, 0.4366, 0.0841], [0.5759, 0.0135, 0.1105], [0.2513, 0.0956, -0.3027], [-0.9877, -0.3226, -1.3957], [-0.3540, -0.0661, -1.0258], [-0.3946, -0.0509, -0.4853], [-0.3348, 0.5317, 0.0134], [0.6091, 0.5730, 0.0728], [0.4795, -0.1173, 0.2284], [0.5433, 0.4717, 0.0388], [-0.6720, 0.0513, 0.2443], [-0.2912, 0.7247, -0.6440], [0.4210, 1.2575, -0.0734], [-0.6588, 0.1527, 1.2797], [0.7357, -1.9462, 0.6696], [1.6669, -0.7070, 0.0338], [-0.0069, 0.0307, -1.1984], [-0.0936, 0.0292, -1.0385], [0.5342, 0.9858, -0.5417], [-0.9018, 0.2292, 0.4733], [0.6784, -0.6518, -0.3999], [0.7511, -0.2062, 0.3122], [-1.2072, -1.0814, -1.3283], [0.1323, 0.4780, 0.8995], [0.3366, 0.4945, -0.0910], [-0.7710, 0.6988, -0.6308], [-0.6271, 0.6100, -0.6526], [-0.4557, -0.1417, -0.0173], [-0.4387, 0.4291, 0.0457], [-0.4416, -0.1402, 0.8371], [-0.1991, 0.0378, 0.5013], [-0.4392, -0.1123, 0.1932], [0.4124, -0.1777, 0.2796], [0.4589, -0.2979, 0.0144], [0.3327, -0.0733, 0.7982], [-0.2852, 0.0938, -0.2857], [0.2377, -0.4978, -0.4553], [-0.6870, 0.5059, 0.7453], [-0.9393, -0.2685, 0.9371], [-0.8661, 1.8367, -0.4751], [1.4240, -1.0746, 0.5555], [-0.7109, 0.5487, -1.3894], [0.8948, 1.1167, -0.1520], [0.7857, -0.4971, -0.1592], [-2.1774, 1.0865, -0.0354], [0.0464, 0.6221, 0.0812], [0.6057, -0.1872, -0.0158], [-0.0567, -0.1185, -0.0781], [0.4514, -0.1392, 0.0607], [-0.0219, -0.4165, -0.9054], [0.3324, -0.1588, -0.3825], [0.2107, -1.4213, 0.1194], [-0.0925, 0.9405, -0.1536], [0.1201, 0.3792, 0.7370], [0.0531, -0.2304, -0.1494], [-1.7930, -0.1488, 0.6344], [0.6286, -0.4176, 0.1509], [0.5591, 0.1278, 0.9937], [0.2356, -1.1534, -0.3826], [0.9528, -0.4158, -0.2718], [1.1800, -0.2711, -0.2297], [-0.0783, -0.3408, -0.5086], [0.2334, 1.2536, 0.1984], [3.5579, -0.8693, -0.9381], [-1.6468, -1.4206, -0.4613], [-1.0232, 0.5019, 0.0183], [-0.0705, -0.2763, -0.8626], [-0.8434, 1.3869, 0.4025], [-1.0262, -0.5281, 3.3029], [-0.6385, 0.5212, -0.1039], [-0.5882, -0.4028, 0.7428], [-0.2517, 0.0991, -0.4127], [0.3809, 0.2311, -0.0828], [-0.5793, -0.2393, 0.3360], [-0.1794, 0.4579, 0.3189], [-0.4959, -0.1181, 1.0756], [0.1928, 0.8600, 0.6887], [0.5539, -0.1605, 0.4363], [0.0862, 0.0178, -0.4768], [-0.1889, -0.0790, -0.0196], [0.1068, -1.2243, -0.3539], [0.1651, 0.9153, 0.9583], [0.8570, -0.2426, -3.5356], [0.1752, -0.0397, -0.3694]]
}